Record 1
{
  "formula": "CHF3O2S",
  "method": "ωB97M-V with the def2-TZVPD basis set",
  "spin_multiplicity": 3,
  "homo_lumo_gap_ev": [6.7, 8.8],
  "total_charge": 0,
  "species": ["S", "F", "F", "F", "O", "O", "C", "H"],
  "positions_angstrom": [[-0.83, -0.16, 0.58], [-2.75, -1.22, -1.20], [-0.84, -2.16, -1.52], [-1.08, -0.13, -2.23], [0.25, -0.93, 1.05], [-2.04, 0.00, 1.33], [-1.46, -1.07, -1.27], [-0.31, 0.94, -0.11]],
  "mulliken_spin": [0.472, 0.051, 0.049, 0.056, 0.223, 0.223, 0.772, 0.154]
}

Record 2
{
  "formula": "C30H47BrN4OP2Pd",
  "method": "ωB97M-V with the def2-TZVPD basis set",
  "homo_lumo_gap_ev": 6.0,
  "total_charge": 0,
  "species": ["Pd", "Br", "P", "P", "O", "N", "N", "N", "N", "C", "C", "C", "C", "C", "C", "C", "C", "C", "C", "C", "C", "C", "C", "C", "C", "C", "C", "C", "C", "C", "C", "C", "C", "C", "C", "C", "C", "C", "C", "H", "H", "H", "H", "H", "H", "H", "H", "H", "H", "H", "H", "H", "H", "H", "H", "H", "H", "H", "H", "H", "H", "H", "H", "H", "H", "H", "H", "H", "H", "H", "H", "H", "H", "H", "H", "H", "H", "H", "H", "H", "H", "H", "H", "H", "H", "H"],
  "positions_angstrom": [[-0.31, -0.11, 0.05], [3.97, 4.61, -3.07], [1.81, -0.17, 0.15], [-0.91, -2.41, -0.34], [-1.65, -1.09, 2.80], [-4.74, 3.07, -2.60], [-1.32, 0.43, 4.46], [0.48, 2.88, 1.76], [-0.63, 0.90, 2.23], [-3.70, 2.36, -0.55], [2.50, -0.83, -1.43], [-0.29, -2.65, -3.12], [-4.60, 3.15, -1.28], [3.63, -1.16, 2.10], [1.43, 4.07, -2.06], [4.23, 1.40, 0.08], [2.33, 2.42, -3.60], [1.30, 1.55, -3.27], [3.63, -1.84, -1.30], [-0.14, 2.06, 2.66], [-3.64, -1.92, 0.28], [0.43, 1.88, -2.21], [0.38, 3.21, -1.74], [-0.45, 0.82, -1.65], [-1.32, -4.84, 0.99], [-0.17, 2.43, 4.02], [2.49, 3.62, -2.88], [-0.60, -3.51, 1.09], [-4.04, 2.15, -3.26], [-2.84, 1.51, -1.28], [-2.04, -0.47, 5.35], [2.72, 1.42, 0.33], [-0.02, -3.22, -1.73], [-3.14, 1.27, -2.64], [2.24, -1.30, 1.53], [-2.68, -2.47, -0.78], [-0.81, 1.61, 4.90], [-1.22, 0.04, 3.12], [-1.50, 1.23, -0.72], [3.89, -2.19, -2.30], [1.49, -1.11, 2.32], [-0.13, -1.57, -3.17], [-2.61, 0.53, -3.23], [2.83, 0.04, -2.02], [0.81, 3.78, 2.09], [-4.52, -2.57, 0.37], [-0.47, 3.57, -1.16], [2.05, -2.33, 1.18], [-0.71, 0.01, -2.35], [-3.18, -1.82, 1.27], [-4.16, 2.11, -4.35], [3.05, 2.15, -4.37], [1.06, -3.17, -1.49], [-0.29, -4.29, -1.71], [-1.13, -5.34, 0.03], [4.53, -1.41, -0.85], [-1.24, 1.88, 0.14], [3.34, -2.72, -0.70], [-2.78, -1.87, -1.71], [-0.91, -2.95, 1.99], [2.25, 2.12, -0.38], [0.26, 2.84, 0.77], [3.83, -0.16, 2.48], [-4.00, -0.92, -0.02], [0.39, -3.11, -3.85], [1.66, -1.27, -1.98], [4.46, 1.78, -0.92], [4.68, 0.40, 0.18], [-2.40, -4.72, 1.11], [4.72, 2.05, 0.81], [3.73, -1.87, 2.94], [-3.12, -0.29, 5.29], [-1.85, -1.51, 5.04], [-0.96, -5.50, 1.78], [0.49, -3.66, 1.16], [-3.58, 2.49, 0.53], [-0.93, 1.81, 5.97], [1.45, 5.07, -1.63], [2.48, 1.80, 1.33], [-5.19, 3.91, -0.77], [4.41, -1.41, 1.37], [-1.70, -0.32, 6.38], [-1.31, -2.86, -3.45], [0.27, 3.38, 4.33], [1.16, 0.62, -3.82], [-2.94, -3.51, -1.04]],
  "mulliken_charge": [0.750, -0.155, 0.575, 0.746, -0.750, -0.678, 0.178, -0.223, 0.670, -0.453, 0.394, -1.105, -0.427, -1.528, -0.697, -1.449, -0.422, -0.379, -1.779, 0.640, -0.721, 0.043, -0.316, 0.840, -1.456, -1.276, -0.281, 0.089, -0.589, -0.033, -1.003, 0.849, -0.574, -0.315, 0.422, -0.653, -0.149, -0.580, -0.230, 0.431, 0.221, -0.053, 0.300, 0.026, 0.222, 0.307, 0.451, -0.219, 0.554, -0.034, 0.366, 0.472, 0.039, 0.581, 0.280, 0.418, -0.498, 0.293, 0.187, 0.077, -0.650, -0.074, 0.304, 0.113, 0.343, 0.127, 0.250, 0.221, 0.325, 0.389, 0.469, 0.299, 0.290, 0.433, 0.274, 0.355, 0.365, 0.439, 0.478, 0.373, 0.254, 0.385, 0.388, 0.422, 0.335, 0.698]
}

Record 3
{
  "formula": "C24H24N4OSV",
  "method": "ωB97M-V with the def2-TZVPD basis set",
  "homo_lumo_gap_ev": [5.5, 5.5],
  "total_charge": 3,
  "species": ["V", "S", "O", "N", "N", "N", "N", "C", "C", "C", "C", "C", "C", "C", "C", "C", "C", "C", "C", "C", "C", "C", "C", "C", "C", "C", "C", "C", "C", "C", "C", "H", "H", "H", "H", "H", "H", "H", "H", "H", "H", "H", "H", "H", "H", "H", "H", "H", "H", "H", "H", "H", "H", "H", "H"],
  "positions_angstrom": [[0.63, -0.81, 0.53], [-0.04, 1.00, -0.51], [1.58, -1.27, -0.73], [1.33, -0.52, 2.26], [1.84, 0.24, -2.45], [0.21, -0.65, 2.82], [0.59, 2.11, -2.82], [4.52, -3.78, -2.23], [0.90, 1.11, -2.05], [3.52, -2.96, -1.74], [2.53, -0.31, 4.36], [4.79, 0.44, 2.84], [5.26, -3.38, -3.34], [-3.13, -2.64, 1.21], [-2.08, -1.33, 2.97], [-3.17, -2.02, 2.46], [-0.93, -1.24, 2.18], [1.25, 2.28, -4.15], [-0.93, -1.82, 0.88], [-1.78, 2.81, -3.01], [5.01, -2.17, -3.98], [3.26, -1.73, -2.39], [-0.40, 3.15, -2.48], [4.01, -1.34, -3.52], [3.71, 0.00, 4.99], [3.62, 0.13, 2.19], [4.83, 0.38, 4.24], [2.51, 3.13, -4.02], [2.23, -0.86, -1.93], [-2.00, -2.55, 0.39], [2.49, -0.23, 2.95], [-4.06, -2.11, 3.06], [-2.17, 1.90, -2.55], [1.45, 1.30, -4.56], [2.29, 4.13, -3.66], [6.04, -4.03, -3.72], [-1.99, -2.99, -0.59], [4.72, -4.72, -1.75], [0.50, 2.77, -4.77], [1.66, -0.61, 4.91], [-0.02, 4.07, -2.92], [3.56, 0.18, 1.11], [5.67, 0.73, 2.29], [5.59, -1.88, -4.85], [2.94, -3.27, -0.89], [5.76, 0.61, 4.75], [-0.40, 3.31, -1.40], [-4.00, -3.17, 0.85], [-2.06, -0.92, 3.97], [2.97, 3.22, -5.00], [3.80, -0.40, -4.00], [-2.46, 3.62, -2.77], [-1.77, 2.68, -4.09], [3.78, -0.05, 6.07], [3.23, 2.66, -3.35]],
  "nbo_charge": [0.999, 0.160, -0.457, -0.162, -0.504, -0.042, -0.250, -0.205, 0.399, -0.142, -0.157, -0.199, -0.061, -0.112, -0.123, -0.099, -0.009, -0.218, -0.052, -0.626, -0.201, -0.138, -0.229, -0.116, -0.180, -0.169, -0.053, -0.626, 0.641, -0.181, 0.123, 0.276, 0.213, 0.238, 0.233, 0.257, 0.272, 0.256, 0.241, 0.257, 0.253, 0.217, 0.260, 0.260, 0.222, 0.262, 0.225, 0.275, 0.279, 0.265, 0.239, 0.266, 0.238, 0.268, 0.216]
}

Record 4
{
  "formula": "C16H18N2O",
  "method": "ωB97M-V with the def2-TZVPD basis set",
  "homo_lumo_gap_ev": 9.3,
  "smiles": "CC(C)(C)c1ccccc1NC(=O)c1cccnc1",
  "total_charge": 0,
  "species": ["O", "N", "N", "C", "C", "C", "C", "C", "C", "C", "C", "C", "C", "C", "C", "C", "C", "C", "C", "H", "H", "H", "H", "H", "H", "H", "H", "H", "H", "H", "H", "H", "H", "H", "H", "H", "H"],
  "positions_angstrom": [[-1.25, 1.04, -2.43], [-0.71, 0.59, -0.27], [0.93, 4.60, -2.11], [0.83, 5.25, -0.96], [1.03, -1.74, 0.87], [1.84, -2.75, 0.04], [-0.42, -1.79, 0.36], [-2.45, -0.98, -0.69], [-2.32, -3.26, -0.04], [-1.17, -0.75, -0.19], [0.41, 3.40, -2.20], [-1.05, -3.03, 0.44], [-0.24, 2.76, -1.14], [0.19, 4.72, 0.15], [1.75, -0.39, 0.74], [-0.35, 3.45, 0.06], [-0.80, 1.39, -1.36], [-3.03, -2.23, -0.63], [1.05, -2.13, 2.35], [0.12, 5.29, 1.07], [1.27, 6.24, -0.94], [-0.88, 3.02, 0.90], [1.83, -2.46, -1.01], [-0.21, 0.94, 0.53], [-4.02, -2.39, -1.03], [0.44, -1.45, 2.94], [-0.53, -3.86, 0.88], [0.69, -3.14, 2.51], [-2.76, -4.25, 0.04], [1.71, 0.00, -0.27], [-2.99, -0.15, -1.13], [2.81, -0.55, 0.99], [2.07, -2.08, 2.73], [1.45, -3.76, 0.12], [2.88, -2.76, 0.38], [1.37, 0.34, 1.45], [0.50, 2.90, -3.15]],
  "nbo_charge": [-0.594, -0.637, -0.409, 0.046, -0.055, -0.597, -0.062, -0.206, -0.212, 0.204, 0.079, -0.196, -0.184, -0.256, -0.606, -0.164, 0.660, -0.210, -0.599, 0.222, 0.195, 0.217, 0.216, 0.408, 0.216, 0.208, 0.206, 0.210, 0.213, 0.220, 0.228, 0.216, 0.207, 0.209, 0.205, 0.189, 0.213]
}

Across the entries above, ΔE to the lowest compared entry with this formula, charge and spin takes the values 274.2, 0.0, 5.8, 79.1 kJ/mol, respectively.
Across the entries above, total energy takes the values -886.7159, -4850.1481, -2564.2984, -805.2635 hartree, respectively.